# C5H11NOS

The molecule C5H11NOS at a distorted geometry (ωB97M-V with the def2-TZVPD basis set, the Open Molecules 2025 dataset).

The strongest force on any atom comes out at 0.043 Eh/bohr. For the energy above the lowest of the compared OMol25 structures with the same formula, charge and spin, the calculation gives 52.7 kcal/mol. The HOMO-LUMO gap is 9.0 eV. The LUMO energy is 0.8 eV. The charge is 0. For the HOMO energy, the calculation gives -8.20 eV.

Geometry (Å):
1 O -1.3093 -0.1149 -1.5385
2 H -0.4041 -0.9976 1.6724
3 H 0.1762 1.7310 2.0481
4 H -0.7942 -1.7052 0.0732
5 N 1.0549 -2.3041 0.9873
6 H -2.7600 1.2045 -2.3133
7 H 1.4228 -2.7446 0.1569
8 H -2.4776 -0.2667 -3.1872
9 H 0.2418 1.3595 -1.5114
10 C 0.0385 -1.2879 0.7316
11 H 1.1517 0.5118 2.9112
12 S 1.8629 0.8444 0.5897
13 C 0.4483 -0.0344 0.0083
14 H 1.8317 -1.8394 1.4721
15 C 1.2242 1.3794 2.2313
16 H -1.3336 1.0579 -3.3378
17 C -2.0017 0.5454 -2.6489
18 C -0.2146 0.5041 -1.0314
19 H 1.8420 2.1568 2.6864

Atom charges from the Löwdin analysis, given in e for atoms 1 to 2: atom 1 (O): -0.131, atom 2 (H): 0.099